A structure of composition C5H15CdINO2. Source: OMol25; level of theory: ωB97M-V/def2-TZVPD.

Calculated values
* Kohn-Sham gap (spin up / spin down): 6.83 / 8.44 eV
* <S²>: 0.752
* electronic energy: -870.11461 Ha
* F_max: 2.12 eV/Å
* multiplicity: 2

```
25
Properties=species:S:1:pos:R:3:forces:R:3:mulliken_charge:R:1
H 0.108338 1.042552 -2.324622 -0.278 1.034 -0.209 0.218
C 4.007468 2.375312 3.369138 0.445 -0.308 0.524 -0.539
H -2.672492 -1.972908 -1.316732 -0.226 0.324 -0.450 0.374
N -0.353722 0.626022 -1.528942 0.039 -1.118 -1.397 -0.597
Cd -1.233412 1.496872 0.318368 -1.138 1.729 0.467 0.300
H -3.169332 -2.301968 1.013528 0.608 -0.325 -0.407 0.313
H -0.151572 -0.251318 -3.919482 -0.218 0.266 -0.116 0.440
H -1.278712 -1.566318 -3.921662 0.179 -0.400 0.190 0.368
O -2.193772 -0.595298 0.157388 -1.004 -1.244 -0.183 -0.208
C -2.511032 -1.474408 1.277878 -0.678 1.842 0.018 -0.821
H 4.930308 2.619662 3.895208 0.233 0.259 -0.401 0.255
H -1.615182 -1.683668 1.862488 -0.011 -0.442 -0.290 0.325
H 0.421458 0.045832 -1.241602 0.303 -0.263 0.972 0.278
H -2.151642 0.256692 -2.537122 -0.186 -0.012 0.251 0.271
H -1.085502 -2.009918 -0.633782 0.693 -0.164 -0.773 0.391
H -3.168782 -0.841618 1.873728 0.196 0.012 0.360 0.282
H 0.258108 -1.558888 -2.916842 -0.264 -0.544 0.038 0.397
H 3.455128 1.823472 4.129738 -0.619 0.320 0.041 0.254
C -0.607992 -1.001728 -3.273992 0.051 -0.147 -0.532 -1.507
C -1.844062 -1.329418 -1.020572 0.841 0.715 0.244 -0.650
H 3.421958 1.147592 2.076298 -0.049 -0.256 -0.438 0.108
I 0.960148 0.689122 1.491248 1.136 -0.545 1.032 -0.392
C -1.322372 -0.324128 -2.133312 -0.207 -0.770 0.773 0.421
H 3.512838 3.277942 3.010388 -0.174 0.089 0.356 0.229
O 4.283828 1.510522 2.293258 0.326 -0.051 -0.070 -0.510
```
Forces are in eV/Å.